Record 1
{"formula": "C33H47CsI2N7O3SSi2", "method": "the ωB97M-V functional and the def2-TZVPD basis", "fmax_ev_per_a": 3.1, "gap_ha": 0.176, "total_charge": -1, "homo_energy_ev": -3.250, "symbols": ["Cs", "I", "C", "I", "H", "H", "C", "O", "C", "C", "C", "C", "C", "C", "N", "N", "C", "C", "C", "C", "O", "C", "N", "C", "C", "C", "C", "H", "H", "H", "H", "H", "H", "H", "H", "H", "H", "H", "H", "C", "N", "C", "S", "N", "C", "H", "H", "H", "H", "H", "H", "H", "H", "N", "C", "O", "C", "C", "C", "C", "N", "C", "H", "H", "H", "H", "H", "H", "C", "Si", "C", "C", "C", "Si", "C", "C", "C", "H", "H", "H", "H", "H", "H", "H", "H", "H", "H", "H", "H", "H", "H", "H", "H", "H", "H", "H"], "xyz": [[0.03, -0.01, -0.13], [-1.60, 2.61, 2.04], [-3.57, 1.80, 1.60], [-3.78, 0.84, -0.33], [-4.27, 2.63, 1.62], [-3.81, 1.09, 2.38], [7.36, -6.58, -4.36], [6.09, -6.63, -3.76], [5.03, -6.13, -4.47], [3.82, -6.04, -3.79], [2.70, -5.53, -4.40], [2.75, -5.11, -5.74], [3.96, -5.24, -6.43], [5.09, -5.72, -5.80], [1.59, -4.80, -6.42], [0.70, -4.05, -5.97], [0.90, -3.13, -4.97], [2.05, -2.35, -4.89], [2.16, -1.31, -4.00], [1.16, -1.02, -3.03], [1.28, -0.08, -2.19], [-0.03, -1.86, -3.08], [-0.98, -1.63, -2.17], [-2.07, -2.37, -2.18], [-2.29, -3.40, -3.09], [-1.34, -3.65, -4.04], [-0.17, -2.86, -4.07], [8.06, -6.94, -3.61], [7.62, -5.55, -4.64], [7.43, -7.22, -5.25], [3.78, -6.37, -2.76], [1.77, -5.48, -3.86], [4.00, -4.92, -7.46], [6.01, -5.77, -6.36], [2.85, -2.53, -5.60], [3.03, -0.67, -4.02], [-2.80, -2.14, -1.42], [-3.19, -4.00, -3.03], [-1.45, -4.44, -4.77], [1.25, 3.69, -2.22], [0.98, 2.58, -3.09], [-0.17, 2.46, -3.79], [-1.30, 3.66, -3.91], [-0.31, 1.30, -4.48], [-1.60, 0.88, -4.96], [2.25, 4.09, -2.42], [1.21, 3.39, -1.16], [0.50, 4.46, -2.40], [1.44, 1.70, -2.85], [0.34, 0.56, -4.25], [-2.35, 0.92, -4.15], [-1.53, -0.14, -5.33], [-1.94, 1.54, -5.76], [-4.33, -2.51, 5.69], [-3.92, -1.87, 4.55], [-4.23, -0.70, 4.36], [-3.11, -2.63, 3.60], [-2.59, -3.92, 3.81], [-1.86, -4.51, 2.79], [-1.66, -3.82, 1.60], [-2.14, -2.59, 1.39], [-2.84, -2.04, 2.36], [-4.98, -2.03, 6.29], [-4.24, -3.50, 5.80], [-2.74, -4.44, 4.74], [-1.45, -5.50, 2.91], [-1.11, -4.26, 0.78], [-3.24, -1.06, 2.16], [3.45, -1.76, 4.58], [2.14, -1.43, 3.20], [0.48, -1.11, 4.12], [1.89, -3.12, 2.33], [2.56, -0.05, 2.06], [4.01, -0.08, 0.91], [5.77, -0.08, 1.72], [4.01, -1.59, -0.26], [4.01, 1.50, -0.18], [3.20, -2.59, 5.24], [3.59, -0.88, 5.20], [4.40, -1.98, 4.12], [0.15, -1.99, 4.66], [-0.31, -0.84, 3.42], [0.58, -0.30, 4.83], [1.43, -3.85, 2.99], [2.84, -3.53, 2.00], [1.25, -3.03, 1.45], [2.38, 0.94, 2.49], [5.90, -0.94, 2.37], [5.91, 0.81, 2.32], [6.56, -0.11, 0.97], [4.22, -2.51, 0.28], [4.76, -1.49, -1.04], [3.05, -1.70, -0.75], [3.58, 2.34, 0.36], [3.43, 1.35, -1.08], [5.02, 1.78, -0.47]]}


Record 2
{"formula": "C33H47N8O6RbSi3", "method": "the ωB97M-V functional and the def2-TZVPD basis", "fmax_ev_per_a": 1.9, "gap_ha": 0.208, "total_charge": -2, "homo_energy_ev": -1.944, "symbols": ["Rb", "O", "C", "N", "C", "O", "C", "C", "C", "C", "C", "N", "C", "C", "C", "C", "C", "N", "H", "H", "H", "H", "H", "H", "H", "H", "C", "O", "Si", "C", "C", "C", "Si", "C", "C", "C", "Si", "C", "C", "C", "H", "H", "H", "H", "H", "H", "H", "H", "H", "H", "H", "H", "H", "H", "H", "H", "H", "H", "H", "H", "H", "H", "H", "H", "H", "H", "H", "O", "N", "N", "O", "C", "C", "C", "C", "C", "C", "H", "H", "H", "H", "H", "C", "N", "C", "C", "C", "N", "C", "O", "N", "H", "H", "H", "H", "H", "H", "H"], "xyz": [[-0.20, -0.11, -0.73], [-3.83, 3.37, -2.73], [-2.96, 2.62, -2.29], [-2.22, 2.72, -1.17], [-1.96, 3.92, -0.62], [-1.99, 5.04, -1.12], [-1.45, 3.83, 0.82], [-1.26, 5.02, 1.53], [-0.81, 4.95, 2.83], [-0.55, 3.71, 3.39], [-0.76, 2.59, 2.61], [-1.21, 2.64, 1.36], [-2.66, 1.35, -3.07], [-2.33, 1.42, -4.42], [-2.04, 0.24, -5.08], [-2.10, -0.96, -4.39], [-2.46, -0.93, -3.05], [-2.72, 0.20, -2.40], [-1.47, 5.95, 1.02], [-0.66, 5.86, 3.41], [-0.18, 3.60, 4.40], [-0.54, 1.60, 2.99], [-2.31, 2.38, -4.91], [-1.74, 0.26, -6.13], [-1.85, -1.90, -4.86], [-2.51, -1.84, -2.46], [2.26, 1.97, 1.60], [1.62, 0.76, 1.88], [2.16, -0.45, 2.94], [3.75, 0.27, 3.71], [0.88, -0.31, 4.35], [2.29, -2.07, 2.23], [3.54, -2.33, 0.94], [5.18, -3.05, 1.61], [4.07, -0.74, 0.06], [3.04, -3.51, -0.45], [1.75, -3.49, 3.18], [-0.09, -3.49, 3.70], [1.93, -5.16, 2.29], [2.68, -3.78, 4.83], [3.30, 1.83, 1.30], [2.24, 2.66, 2.46], [1.73, 2.46, 0.78], [3.61, 1.26, 4.14], [4.56, 0.32, 2.98], [4.07, -0.41, 4.50], [0.84, 0.73, 4.69], [1.14, -0.93, 5.20], [-0.11, -0.60, 4.01], [5.60, -2.38, 2.36], [5.92, -3.19, 0.82], [5.01, -4.02, 2.09], [4.63, -0.07, 0.72], [3.23, -0.19, -0.36], [4.73, -0.99, -0.78], [3.19, -4.56, -0.17], [3.65, -3.32, -1.35], [2.00, -3.38, -0.73], [-0.70, -3.08, 2.89], [-0.28, -2.89, 4.59], [-0.43, -4.51, 3.91], [1.38, -5.18, 1.35], [1.55, -5.96, 2.93], [2.98, -5.39, 2.06], [2.56, -2.92, 5.49], [3.75, -3.90, 4.64], [2.32, -4.67, 5.35], [0.25, -2.07, -2.24], [1.28, -2.19, -2.94], [2.04, -1.14, -2.96], [1.79, -0.02, -2.35], [3.23, -1.26, -3.72], [3.57, -2.44, -4.37], [4.75, -2.50, -5.09], [5.59, -1.40, -5.18], [5.24, -0.23, -4.53], [4.06, -0.15, -3.80], [2.92, -3.30, -4.28], [5.01, -3.43, -5.59], [6.51, -1.46, -5.75], [5.89, 0.64, -4.58], [3.77, 0.74, -3.27], [-2.93, -5.02, 1.96], [-3.08, -3.58, 1.90], [-3.27, -2.87, 3.04], [-3.33, -1.52, 3.03], [-3.11, -0.89, 1.76], [-2.90, -1.57, 0.66], [-2.94, -2.93, 0.64], [-2.85, -3.61, -0.36], [-3.13, 0.45, 1.66], [-3.65, -5.44, 2.67], [-1.92, -5.29, 2.27], [-3.12, -5.42, 0.97], [-3.36, -3.45, 3.95], [-3.49, -0.96, 3.94], [-3.01, 1.01, 2.49], [-2.84, 0.89, 0.79]]}


Record 3
{"formula": "C33H48BBeN9O2S2", "method": "the ωB97M-V functional and the def2-TZVPD basis", "fmax_ev_per_a": 0.2, "gap_ha": 0.292, "homo_energy_ev": -7.598, "symbols": ["Be", "C", "C", "C", "C", "N", "N", "B", "N", "N", "C", "C", "C", "C", "C", "C", "C", "C", "N", "N", "C", "C", "C", "C", "C", "C", "C", "C", "C", "C", "C", "C", "H", "H", "H", "H", "H", "H", "H", "H", "H", "H", "H", "H", "H", "H", "H", "H", "H", "H", "H", "H", "H", "H", "H", "H", "H", "H", "H", "H", "H", "H", "H", "H", "H", "H", "H", "H", "H", "H", "H", "H", "N", "C", "C", "C", "C", "C", "C", "S", "O", "O", "N", "C", "S", "C", "C", "N", "H", "H", "H", "H", "H", "H", "H", "H"], "xyz": [[0.48, -0.42, 0.09], [-2.69, -0.29, -3.94], [-2.36, -0.68, -2.54], [-3.08, -1.44, -1.63], [-2.33, -1.44, -0.45], [-1.20, -0.76, -0.65], [-1.25, -0.27, -1.92], [-0.20, 0.79, -2.28], [1.18, 0.11, -2.37], [1.75, -0.22, -1.18], [3.01, -0.59, -1.43], [3.22, -0.55, -2.82], [2.04, -0.09, -3.37], [1.69, 0.19, -4.79], [4.06, -0.83, -0.37], [4.28, -2.33, -0.14], [3.69, -0.14, 0.94], [5.38, -0.22, -0.87], [-0.13, 1.78, -1.08], [0.13, 1.36, 0.20], [0.02, 2.43, 0.98], [-0.30, 3.55, 0.21], [-0.39, 3.09, -1.09], [-0.71, 3.86, -2.33], [0.21, 2.43, 2.48], [0.51, 1.03, 2.99], [-1.08, 2.95, 3.13], [1.38, 3.36, 2.83], [-2.88, -1.86, 0.91], [-3.40, -0.58, 1.58], [-4.06, -2.83, 0.71], [-1.87, -2.52, 1.84], [-3.66, -0.70, -4.21], [-1.95, -0.66, -4.64], [-2.74, 0.79, -4.05], [-4.04, -1.89, -1.81], [-0.48, 1.35, -3.29], [4.13, -0.77, -3.35], [2.58, 0.07, -5.42], [1.32, 1.21, -4.92], [0.93, -0.49, -5.16], [3.38, -2.82, 0.24], [5.08, -2.49, 0.58], [4.56, -2.83, -1.08], [2.81, -0.57, 1.40], [3.52, 0.93, 0.78], [4.51, -0.25, 1.66], [5.74, -0.72, -1.77], [6.15, -0.35, -0.10], [5.27, 0.84, -1.08], [-0.45, 4.56, 0.55], [-0.85, 4.91, -2.08], [-1.63, 3.49, -2.79], [0.08, 3.78, -3.06], [-0.30, 0.33, 2.75], [0.65, 1.02, 4.07], [1.43, 0.64, 2.56], [-1.93, 2.30, 2.89], [-1.32, 3.96, 2.81], [-0.96, 2.96, 4.22], [2.30, 3.00, 2.38], [1.52, 3.38, 3.92], [1.20, 4.38, 2.49], [-4.16, -0.09, 0.97], [-2.58, 0.13, 1.74], [-3.83, -0.83, 2.56], [-4.88, -2.37, 0.16], [-4.44, -3.13, 1.68], [-3.74, -3.73, 0.17], [-1.12, -1.81, 2.19], [-1.38, -3.37, 1.38], [-2.40, -2.88, 2.73], [-4.14, -3.65, 5.81], [-2.80, -3.37, 5.56], [-1.92, -4.38, 5.16], [-0.60, -4.09, 4.85], [-0.15, -2.78, 4.92], [-1.01, -1.77, 5.32], [-2.32, -2.06, 5.64], [1.51, -2.38, 4.44], [2.25, -3.62, 4.40], [1.96, -1.32, 5.29], [1.32, -1.75, 2.97], [1.23, -2.51, 1.90], [1.47, -4.25, 1.80], [1.05, -4.21, 0.12], [0.80, -2.96, -0.27], [0.89, -1.98, 0.71], [-4.33, -4.60, 6.07], [-4.60, -2.99, 6.42], [-2.28, -5.40, 5.11], [0.08, -4.87, 4.55], [-0.63, -0.75, 5.40], [-2.99, -1.26, 5.95], [1.05, -5.10, -0.49], [0.54, -2.66, -1.28]]}